w) Density functional theory data (wB97M-V/def2-TZVPD) for 2 unconnected molecules or ions with the total composition C2H5FIN.

Cartesian coordinates (Å):
C: -0.4377 0.3119 -1.0263
C: 0.3500 -0.0888 0.1647
N: -0.0769 0.1481 1.3759
F: 0.3428 -1.9110 -0.1562
I: 2.3984 0.2303 -0.0844
H: -0.5160 1.3457 -0.8712
H: 0.0368 0.3093 -2.0072
H: -1.3438 -0.1850 -1.0551
H: 0.3679 -0.3562 2.1429
H: -1.1216 0.1957 1.5168

* 2S+1: 1
* Kohn-Sham gap: 0.3700 Ha
* HOMO energy: -9.639 eV

Results of the natural (NBO) charge analysis, in e, for atoms 1 through 2:
1. C -0.681
2. C 0.396

x) Density functional theory data (wB97M-V/def2-TZVPD) for 2 unconnected molecules or ions with the total composition C2H5FIN.

Cartesian coordinates (Å):
C: 0.0471 0.5832 0.1956
C: 0.0743 -0.7703 -0.2845
N: -2.3861 -1.2527 -0.6382
F: -2.4156 -2.3655 0.3069
I: -3.3805 0.3127 -0.0316
H: 0.0165 0.8642 1.2674
H: 0.9016 1.0485 -0.4215
H: -0.8346 1.1858 -0.3183
H: 0.3102 -1.0707 -1.2656
H: 0.3320 -1.5550 0.5388

* 2S+1: 1
* Kohn-Sham gap (spin up / spin down): 0.3273 / 0.2644 Ha
* HOMO energy (spin up / spin down): -8.952 / -8.055 eV

Results of the natural (NBO) charge analysis, in e, for atoms 1 through 2:
1. C -0.729
2. C -0.167

It is w) that is the most stable of them.

w) Density functional theory data (wB97M-V/def2-TZVPD) for C4H6N2O in the gas phase.

Cartesian coordinates (Å):
C: 1.5669 -0.6120 1.9980
C: -0.8089 0.4348 -0.1564
C: -0.1214 -1.0130 -0.2244
C: 1.8654 -0.3164 0.6713
N: 1.3774 -0.8914 3.0998
N: -0.2477 1.1716 0.8727
O: 1.2307 -0.7981 -0.3880
H: -0.7497 0.8676 -1.1676
H: -1.8478 0.1943 0.0904
H: -0.3505 -1.5198 0.7159
H: -0.4954 -1.5704 -1.0831
H: 2.7726 0.2252 0.4475
H: 0.3020 1.9596 0.5434

* 2S+1: 3
* Kohn-Sham gap (spin up / spin down): 0.3133 / 0.3144 Ha
* <S²>: 2.016
* HOMO energy (spin up / spin down): -7.728 / -10.205 eV

Results of the natural (NBO) charge analysis, in e, for atoms 1 through 2:
1. C 0.151
2. C -0.318

x) Density functional theory data (wB97M-V/def2-TZVPD) for 2 unconnected molecules or ions with the total composition C4H6N2O.

Cartesian coordinates (Å):
C: -0.7149 -0.4180 -1.6153
C: 0.2241 -0.4855 -0.7756
C: 1.3076 -0.8322 0.0567
C: 1.7289 0.5198 0.8310
N: -2.2042 -0.9469 0.3275
N: -1.2631 -1.0477 1.0197
O: 1.9213 -1.8787 0.0762
H: -1.7923 -0.5019 -1.1219
H: -0.6150 -0.1511 -2.6981
H: 2.6446 0.9674 0.4052
H: 2.1300 0.3140 1.8049
H: 1.0892 1.3438 0.9079
H: -3.2104 -1.2186 0.5038

* 2S+1: 3
* Kohn-Sham gap (spin up / spin down): 0.2662 / 0.2872 Ha
* <S²>: 2.019
* HOMO energy (spin up / spin down): -6.996 / -9.604 eV

Results of the natural (NBO) charge analysis, in e, for atoms 1 through 2:
1. C -0.527
2. C 0.126

It is w) that is the most stable of them.

w) Density functional theory data (wB97M-V/def2-TZVPD) for 2 unconnected molecules or ions with the total composition C2H3IO2.

Cartesian coordinates (Å):
C: -0.5868 -1.6282 -0.2489
C: -2.4834 1.4118 0.4511
O: -0.4868 -0.4374 -0.1213
O: -2.3975 2.3564 -0.2588
I: -3.7451 -0.2421 -0.0381
H: -1.1059 -2.4225 0.4953
H: -0.3810 -2.3254 -1.1593
H: -2.0641 1.0993 1.4278

* 2S+1: 1
* Kohn-Sham gap: 0.3664 Ha
* HOMO energy: -9.852 eV
* SMILES: O=CI.C=O

Results of the natural (NBO) charge analysis, in e, for atoms 1 through 2:
1. C 0.305
2. C 0.327

x) Density functional theory data (wB97M-V/def2-TZVPD) for a molecular structure, C2H3IO2.

Cartesian coordinates (Å):
C: 0.9075 -1.1373 0.9017
C: 0.0738 -0.1792 0.0074
O: 0.3806 -2.3527 0.7865
O: 1.8555 -0.9253 1.5854
I: 1.0736 -3.8354 1.8521
H: 0.6338 0.0206 -0.8535
H: -0.8582 -0.5637 -0.3080
H: -0.2422 0.7658 0.4654

* 2S+1: 1
* Kohn-Sham gap: 0.3368 Ha
* HOMO energy: -9.906 eV

Results of the natural (NBO) charge analysis, in e, for atoms 1 through 2:
1. C 0.799
2. C -0.711

y) Density functional theory data (wB97M-V/def2-TZVPD) for 2 unconnected molecules or ions with the total composition C2H3IO2.

Cartesian coordinates (Å):
C: -0.0964 0.4378 0.4605
C: 1.1130 -0.0753 -0.1288
O: -0.6844 1.3134 0.9189
O: -1.3009 -0.9357 -0.2573
I: -3.1384 -0.3147 0.0051
H: 1.8747 -0.3045 0.5812
H: 0.7674 -0.9791 -0.8453
H: 1.4649 0.8581 -0.7344

* 2S+1: 1
* Kohn-Sham gap: 0.3108 Ha
* HOMO energy: -8.449 eV

Results of the natural (NBO) charge analysis, in e, for atoms 1 through 2:
1. C 0.894
2. C -0.779

It is x) that is the most stable of them.

w) Density functional theory data (wB97M-V/def2-TZVPD) for 3 unconnected molecules or ions with the total composition C6H16O2.

Cartesian coordinates (Å):
C: -0.8107 -1.4825 1.5697
C: -0.5559 -1.6102 0.0872
C: -0.6507 -0.2597 -0.6145
C: 0.1664 -0.0918 -1.6619
C: 0.0305 1.1990 -2.4540
C: -1.6298 0.7375 -0.0169
H: -0.7593 -2.4370 2.1360
H: -0.0682 -0.9417 2.1208
H: -1.8799 -1.2677 1.7474
H: -1.1771 -2.3923 -0.3793
H: 0.4757 -2.0202 -0.1324
H: 0.9479 -0.8066 -1.9045
H: -0.7054 1.9407 -2.1650
H: -0.2110 0.9854 -3.5269
H: 0.9577 1.7876 -2.6072
H: -1.2762 1.1531 0.9441
H: -1.9798 1.4634 -0.7316
H: -2.5861 0.2798 0.3413
H: 1.3609 1.8454 0.3293
H: 1.3568 3.0999 1.3924
O: 1.0232 2.7075 0.5840
H: 2.5665 -1.6999 2.3600
H: 2.4909 -0.7145 1.1004
O: 2.9137 -1.4750 1.4817

* 2S+1: 1
* Kohn-Sham gap: 0.3449 Ha
* HOMO energy: -8.884 eV
* SMILES: C/C=C(\C)CC.O.O

Results of the natural (NBO) charge analysis, in e, for atoms 1 through 2:
1. C -0.627
2. C -0.442

x) Density functional theory data (wB97M-V/def2-TZVPD) for 2 unconnected molecules or ions with the total composition C6H16O2.

Cartesian coordinates (Å):
O: 0.4545 4.0323 -3.0996
C: -0.5283 4.9639 -3.1900
C: 1.3264 1.9193 -2.7762
C: 0.0861 2.7782 -2.6545
H: -1.3641 4.6119 -3.8179
H: -0.1385 5.9030 -3.6174
H: -0.9124 5.1711 -2.1770
H: 1.8836 2.3672 -3.6162
H: 1.1076 0.8663 -3.0209
H: 1.9642 1.9463 -1.8767
H: -0.3038 2.8701 -1.6225
H: -0.7343 2.3953 -3.2914
O: -0.9169 -2.3518 2.9631
C: -1.8705 -3.4001 3.2147
C: 0.9348 -3.6626 2.1535
C: 0.4688 -2.7097 3.2868
H: -2.0575 -3.4441 4.3008
H: -1.4613 -4.3711 2.8886
H: -2.8308 -3.2320 2.6988
H: 2.0225 -3.7715 2.3005
H: 0.7486 -3.3740 1.1053
H: 0.4551 -4.6382 2.3403
H: 1.0642 -1.7816 3.1894
H: 0.6020 -3.0883 4.3185

* 2S+1: 1
* Kohn-Sham gap: 0.3890 Ha
* HOMO energy: -9.634 eV
* SMILES: CCOC.CCOC

Results of the natural (NBO) charge analysis, in e, for atoms 1 through 2:
1. O -0.542
2. C -0.235

y) Density functional theory data (wB97M-V/def2-TZVPD) for 2 unconnected molecules or ions with the total composition C6H16O2.

Cartesian coordinates (Å):
C: -1.4020 1.2254 -1.0275
O: -2.0011 2.4345 -0.6547
C: 0.2056 1.4654 -0.7729
C: 0.7550 0.4153 0.1429
C: 2.0433 1.1303 0.7411
C: 0.9507 -0.9655 -0.4283
C: 0.9624 -1.8538 0.7791
H: -1.4339 1.3392 -2.1841
H: -1.8127 0.4642 -0.4609
H: -2.4511 2.2920 0.1321
H: 0.6120 1.3446 -1.7264
H: 0.3754 2.4954 -0.3932
H: -0.0847 0.3170 1.0454
H: 2.8647 1.5065 0.0267
H: 2.5585 0.4670 1.5366
H: 1.7549 2.1131 1.3636
H: 1.9264 -1.0166 -1.0558
H: 0.1708 -1.2464 -0.9425
H: 0.2101 -1.6327 1.4714
H: 1.9244 -1.8340 1.2437
H: 0.6974 -2.8645 0.5606
H: -2.9088 -2.9408 0.9347
H: -2.6702 -2.2429 -0.5125
O: -3.2472 -2.4127 0.1808

* 2S+1: 1
* Kohn-Sham gap: 0.3671 Ha
* HOMO energy: -9.315 eV
* SMILES: CC[C@@H](C)CCO.O

Results of the natural (NBO) charge analysis, in e, for atoms 1 through 2:
1. C -0.070
2. O -0.721

It is w) that is the most stable of them.

w) Density functional theory data (wB97M-V/def2-TZVPD) for 2 unconnected molecules or ions with the total composition C6H16O2.

Cartesian coordinates (Å):
C: 0.2131 -0.9396 1.1875
O: 0.3780 -1.0794 2.5885
C: -0.6386 -2.0979 0.5612
C: -0.3609 -2.1244 -0.9611
C: -0.7662 -0.7083 -1.6181
C: 0.4518 0.1633 -1.7219
C: 0.3936 1.6777 -1.3915
H: -0.4577 -0.0373 1.0335
H: 1.1901 -1.0048 0.7844
H: 0.5453 -1.9961 2.8182
H: -1.7120 -2.0343 0.6872
H: -0.4414 -3.0213 1.0916
H: -1.1142 -2.8412 -1.3486
H: 0.5902 -2.3950 -1.3509
H: -1.6025 -0.2782 -1.0524
H: -1.1443 -0.9381 -2.6097
H: 1.2359 -0.2349 -1.0908
H: 0.7548 0.1585 -2.7800
H: 0.5106 1.8769 -0.3408
H: 1.1021 2.0722 -2.1088
H: -0.5426 2.1889 -1.6542
H: 1.0070 4.1776 0.7918
H: -0.1894 3.2855 1.1498
O: 0.1135 4.1975 1.1500

* 2S+1: 1
* Kohn-Sham gap: 0.4081 Ha
* HOMO energy: -10.259 eV
* SMILES: CCCCCCO.O

Results of the natural (NBO) charge analysis, in e, for atoms 1 through 2:
1. C -0.068
2. O -0.728

x) Density functional theory data (wB97M-V/def2-TZVPD) for 2 unconnected molecules or ions with the total composition C6H16O2.

Cartesian coordinates (Å):
O: 1.6541 0.9999 -0.1820
C: 5.1082 -0.3572 0.3232
C: 3.0199 0.9257 -0.2070
C: 3.5606 -0.3888 0.2921
H: 1.2666 0.3677 -0.8228
H: 5.5798 -0.1912 -0.6600
H: 5.5071 -1.2922 0.7513
H: 5.3800 0.4788 0.9894
H: 3.3659 1.7730 0.4157
H: 3.3256 1.1286 -1.2514
H: 3.2843 -1.1614 -0.4511
H: 3.1396 -0.6956 1.2689
O: -3.6590 1.0545 -1.4815
C: -4.6756 -0.6189 0.7915
C: -2.7416 0.0671 -0.9692
C: -3.2280 -0.1984 0.4718
H: -4.6067 0.8277 -1.3769
H: -5.0143 -1.4729 0.1812
H: -5.3192 0.2490 0.5700
H: -4.7915 -0.8800 1.8569
H: -1.6793 0.3398 -0.8185
H: -2.7737 -0.7825 -1.6782
H: -3.0836 0.7767 0.9757
H: -2.6191 -0.9493 1.0110

* 2S+1: 1
* Kohn-Sham gap: 0.4056 Ha
* HOMO energy: -10.205 eV
* SMILES: CCCO.CCCO

Results of the natural (NBO) charge analysis, in e, for atoms 1 through 2:
1. O -0.713
2. C -0.609

It is x) that is the most stable of them.

w) Density functional theory data (wB97M-V/def2-TZVPD) for 2 unconnected molecules or ions with the total composition C6H11N4O.

Cartesian coordinates (Å):
C: -0.9074 -1.0774 -2.2724
C: -1.5283 -0.9912 -1.0488
C: -1.0387 0.2566 -0.5137
C: 2.3783 1.3791 0.5623
C: -2.3443 -1.8612 -0.2403
C: 2.4741 -0.8331 1.7579
N: -0.2376 0.8401 -1.3459
N: -0.1225 0.0700 -2.4884
N: 2.3415 0.5193 1.4000
N: 2.0538 2.1893 -0.2958
O: -1.3495 0.7637 0.6353
H: -1.1196 -1.7220 -2.9998
H: -3.1279 -2.2774 -0.7628
H: -1.7932 -2.6471 0.1177
H: -2.7062 -1.2892 0.6132
H: 3.4945 -1.1720 1.4758
H: 1.6246 -1.3393 1.2879
H: 2.3522 -0.9163 2.9411
H: 0.5314 0.0551 -3.2065
H: 2.2749 3.1042 -0.7008
H: 0.3935 1.6676 -1.2630
H: -0.9047 1.5704 1.1094

* total charge: +1
* 2S+1: 1
* Kohn-Sham gap: 0.3711 Ha
* HOMO energy: -13.035 eV

Results of the natural (NBO) charge analysis, in e, for atoms 1 through 2:
1. C 0.054
2. C -0.119

x) Density functional theory data (wB97M-V/def2-TZVPD) for a gas-phase ion, C6H11N4O (charge +1).

Cartesian coordinates (Å):
C: -1.7145 -1.5539 3.0221
C: -1.8056 0.0715 2.6386
C: -0.4963 0.3781 1.6972
N: 0.7350 1.0853 2.2454
N: 1.5808 1.0754 1.1130
N: 1.0187 0.4752 -0.0044
C: 1.7013 0.2821 -1.3402
C: 0.5206 0.7612 -2.5924
C: 0.9233 0.2186 -4.1825
O: 1.0361 1.7763 -3.6500
N: -0.2738 -0.0014 0.2411
H: -0.8569 -2.0773 2.3772
H: -2.7037 -2.1327 2.7570
H: -1.4174 -1.7311 4.1441
H: -2.8127 0.3089 2.0881
H: -1.7703 0.6790 3.6632
H: 2.6444 0.9509 -1.5204
H: 1.8704 -0.8664 -1.4871
H: -0.6917 0.7591 -2.2628
H: 1.7671 0.5873 -4.8738
H: 1.6634 -0.5447 -3.6338
H: -0.9181 -0.5014 -0.4398

* total charge: +1
* 2S+1: 1
* Kohn-Sham gap: 0.2608 Ha
* HOMO energy: -12.424 eV
* SMILES: CCc1nnn(C[C@@H]2CO2)[nH+]1

Results of the natural (NBO) charge analysis, in e, for atoms 1 through 2:
1. C -0.632
2. C -0.486

It is w) that is the most stable of them.

w) Density functional theory data (wB97M-V/def2-TZVPD) for 2 unconnected molecules or ions with the total composition C4H11O3.

Cartesian coordinates (Å):
C: 0.0012 0.5253 -1.9933
O: -0.4255 1.6252 -1.2197
C: -0.6546 -0.7704 -1.6776
C: -0.9018 -1.0633 -0.1956
C: -2.3552 -0.6534 0.3219
O: -2.4245 0.6224 0.2103
H: 1.1421 0.6620 -1.8593
H: -0.2149 0.8600 -3.1016
H: 0.1648 -1.4567 -1.8434
H: -1.5362 -0.9128 -2.3155
H: -0.2420 -0.3370 0.5114
H: -0.7621 -2.0772 0.0519
H: -3.1163 -1.3168 -0.1104
H: -2.4854 -0.9957 1.4053
H: -1.0756 1.2536 -0.4678
H: 5.2157 0.5680 4.1692
H: 6.3383 -0.2016 3.5995
O: 5.3542 -0.2820 3.6630

* total charge: -1
* 2S+1: 1
* Kohn-Sham gap: 0.1977 Ha
* HOMO energy: -2.827 eV

Results of the natural (NBO) charge analysis, in e, for atoms 1 through 2:
1. C -0.038
2. O -0.823

x) Density functional theory data (wB97M-V/def2-TZVPD) for 2 unconnected molecules or ions with the total composition C4H11O3.

Cartesian coordinates (Å):
C: -0.4976 0.2832 -0.6322
C: -0.4126 -0.1372 0.8367
C: 0.6204 0.7712 1.5971
O: 1.8380 0.1331 1.7734
C: -1.4175 -0.6077 -1.4571
O: -2.5607 -1.1562 -0.7772
H: -0.8776 1.3141 -0.6298
H: 0.4828 0.2808 -1.1071
H: 0.0787 -1.1088 0.9176
H: -1.3876 -0.1253 1.3190
H: 0.7974 1.6861 0.9943
H: 0.1917 1.0400 2.5821
H: -0.8497 -1.4695 -1.8333
H: -1.7495 -0.1655 -2.4085
H: -3.2852 -0.5546 -0.9620
H: 3.7750 -0.1631 -0.1859
H: 2.3852 0.0828 0.4665
O: 2.8688 -0.1033 -0.4935

* total charge: -1
* 2S+1: 1
* Kohn-Sham gap: 0.2443 Ha
* HOMO energy: -3.205 eV

Results of the natural (NBO) charge analysis, in e, for atoms 1 through 2:
1. C -0.439
2. C -0.444

y) Density functional theory data (wB97M-V/def2-TZVPD) for 2 unconnected molecules or ions with the total composition C4H11O3.

Cartesian coordinates (Å):
C: -1.1012 -0.2651 -2.0347
O: -2.0838 0.7341 -2.3655
C: -1.0085 -0.5405 -0.5415
C: 0.3693 -1.0891 -0.1047
C: 0.7761 -0.5872 1.3046
O: 1.9173 0.1852 1.2576
H: -1.4041 -1.1362 -2.6148
H: -0.1443 0.0359 -2.4729
H: -1.7608 1.5909 -2.0782
H: -1.8270 -1.2040 -0.2448
H: -1.1973 0.4081 -0.0486
H: 0.3586 -2.1810 -0.1512
H: 1.1364 -0.7508 -0.8014
H: 0.8625 -1.4583 2.0040
H: -0.0601 -0.0206 1.7690
H: 1.8957 2.8530 2.2106
H: 1.6945 1.2835 2.1305
O: 1.5769 2.1420 2.7819

* total charge: -1
* 2S+1: 1
* Kohn-Sham gap: 0.2508 Ha
* HOMO energy: -3.328 eV

Results of the natural (NBO) charge analysis, in e, for atoms 1 through 2:
1. C -0.051
2. O -0.743

It is y) that is the most stable of them.

w) Density functional theory data (wB97M-V/def2-TZVPD) for 2 unconnected molecules or ions with the total composition C5H14.

Cartesian coordinates (Å):
C: -0.3372 0.6043 1.3484
C: -1.5039 1.2493 1.8563
H: -0.5102 -0.1739 0.6716
H: 0.0217 1.2842 0.4727
H: 0.5242 0.5214 2.0061
H: -2.1033 1.9675 1.2267
H: -1.3580 1.8331 2.7680
H: -2.3023 0.5063 1.8664
C: 1.0774 -0.2535 -1.1355
C: -0.2490 0.0217 -1.7453
C: 1.1956 -1.6646 -0.4703
H: 1.2842 0.4925 -0.3713
H: 1.8276 -0.2540 -2.0362
H: -0.0011 -0.1611 -2.8197
H: -0.8140 -0.6898 -1.4204
H: 0.4476 -2.0731 0.2107
H: 2.0137 -1.7862 0.2201
H: -0.3843 0.9860 -1.4589
H: 1.1713 -2.4102 -1.1895

* total charge: -1
* 2S+1: 2
* Kohn-Sham gap (spin up / spin down): 0.0970 / 0.3844 Ha
* <S²>: 0.750
* HOMO energy (spin up / spin down): 1.523 / -6.304 eV

Results of the natural (NBO) charge analysis, in e, for atoms 1 through 2:
1. C -0.873
2. C -0.973

x) Density functional theory data (wB97M-V/def2-TZVPD) for 2 unconnected molecules or ions with the total composition C5H14.

Cartesian coordinates (Å):
C: -2.9013 0.5551 -1.0273
C: -2.3276 0.8827 0.3492
H: -3.8672 0.0569 -0.9165
H: -2.9294 1.4539 -1.6404
H: -2.3177 -0.2182 -1.5254
H: -1.3521 1.3636 0.3193
H: -3.0176 1.5862 0.8328
H: -2.2903 0.0333 1.0356
C: 2.4126 -0.2350 -0.0415
C: 2.4698 -0.8525 1.3644
C: 1.0342 -0.3413 -0.7100
H: 2.7844 0.7724 -0.1335
H: 3.0470 -0.9167 -0.6185
H: 1.9078 -1.7852 1.3027
H: 0.2069 -0.0975 -0.0315
H: 0.7952 0.3337 -1.5280
H: 0.8678 -1.4194 -0.8247
H: 3.5089 -0.9432 1.6812
H: 1.9689 -0.2286 2.1122

* total charge: -1
* 2S+1: 2
* Kohn-Sham gap (spin up / spin down): 0.0973 / 0.4325 Ha
* <S²>: 0.750
* HOMO energy (spin up / spin down): 1.540 / -7.486 eV

Results of the natural (NBO) charge analysis, in e, for atoms 1 through 2:
1. C -0.721
2. C -0.942

It is x) that is the most stable of them.